[1]
{
  "formula": "C42H48N9O13P",
  "method": "wB97M-V/def2-TZVPD",
  "charge": 0,
  "smiles": "CN(C)P(=O)(N(C)C)N(C)C.O=[N+]([O-])c1ccccc1.O=[N+]([O-])c1ccccc1.O=[N+]([O-])c1ccccc1.O=[N+]([O-])c1ccccc1.O=[N+]([O-])c1ccccc1.O=[N+]([O-])c1ccccc1",
  "gap_ev": 7.16,
  "homo_ev": -8.15,
  "spin_multiplicity": 1,
  "symbols": ["C", "N", "C", "P", "O", "N", "C", "C", "N", "C", "C", "H", "H", "H", "H", "H", "H", "H", "H", "H", "H", "H", "H", "H", "H", "H", "H", "H", "H", "O", "N", "O", "C", "C", "C", "C", "C", "C", "H", "H", "H", "H", "H", "O", "N", "O", "C", "C", "C", "C", "C", "C", "H", "H", "H", "H", "H", "O", "N", "O", "C", "C", "C", "C", "C", "C", "H", "H", "H", "H", "H", "O", "N", "O", "C", "C", "C", "C", "C", "C", "H", "H", "H", "H", "H", "O", "N", "O", "C", "C", "C", "C", "C", "C", "H", "H", "H", "H", "H", "O", "N", "O", "C", "C", "C", "C", "C", "C", "H", "H", "H", "H", "H"],
  "positions_angstrom": [[-0.93, -7.47, -0.18], [0.25, -6.73, 0.15], [1.49, -7.10, -0.56], [0.20, -5.67, 1.54], [-1.15, -5.19, 1.88], [0.95, -6.77, 2.63], [0.20, -7.52, 3.63], [2.32, -7.22, 2.59], [1.45, -4.46, 1.30], [2.12, -3.78, 2.40], [1.52, -3.86, -0.06], [-1.13, -7.36, -1.25], [-1.75, -7.13, 0.46], [-0.73, -8.51, 0.04], [2.39, -6.71, -0.10], [1.55, -6.78, -1.60], [1.63, -8.18, -0.49], [0.59, -7.59, 4.64], [-0.73, -7.00, 3.87], [-0.01, -8.46, 3.12], [2.90, -6.50, 2.00], [2.71, -7.04, 3.59], [2.39, -8.26, 2.30], [2.50, -2.83, 2.03], [1.36, -3.54, 3.14], [3.01, -4.32, 2.70], [2.43, -3.29, -0.29], [0.66, -3.19, -0.03], [1.38, -4.55, -0.89], [-3.22, 2.50, 4.52], [-2.43, 2.28, 3.62], [-1.97, 3.16, 2.92], [-1.99, 0.82, 3.47], [-2.72, -0.13, 4.25], [-2.23, -1.46, 4.28], [-1.15, -1.85, 3.56], [-0.51, -0.88, 2.78], [-0.86, 0.43, 2.79], [-3.54, 0.23, 4.86], [-2.89, -2.07, 4.87], [-0.83, -2.85, 3.32], [0.17, -1.43, 2.16], [-0.21, 1.18, 2.36], [-3.33, 4.53, -5.63], [-4.09, 4.90, -4.77], [-5.08, 5.61, -4.99], [-4.09, 4.21, -3.45], [-5.04, 4.54, -2.47], [-5.05, 3.86, -1.22], [-4.00, 2.94, -0.88], [-2.95, 2.81, -1.87], [-3.08, 3.34, -3.14], [-5.80, 5.30, -2.55], [-5.80, 3.91, -0.44], [-3.98, 2.39, 0.05], [-2.11, 2.19, -1.61], [-2.40, 3.17, -3.96], [1.15, -0.78, -1.05], [2.03, -0.28, -0.38], [3.05, -0.84, -0.14], [1.83, 1.11, 0.17], [0.65, 1.75, -0.12], [0.30, 2.94, 0.49], [1.16, 3.48, 1.44], [2.38, 2.89, 1.54], [2.77, 1.70, 1.05], [-0.15, 1.33, -0.71], [-0.69, 3.36, 0.41], [0.92, 4.41, 1.93], [3.04, 3.48, 2.16], [3.73, 1.28, 1.30], [5.56, 1.11, -0.95], [5.75, 2.26, -1.31], [5.63, 2.61, -2.47], [5.68, 3.23, -0.21], [6.20, 2.98, 1.04], [6.02, 3.90, 2.10], [5.32, 5.04, 1.87], [4.87, 5.34, 0.57], [5.09, 4.46, -0.48], [6.42, 1.96, 1.30], [6.24, 3.71, 3.14], [5.22, 5.71, 2.71], [4.32, 6.26, 0.45], [4.78, 4.77, -1.46], [3.80, -2.83, -6.99], [3.10, -3.83, -6.93], [3.25, -4.84, -7.63], [1.88, -3.74, -6.02], [1.85, -2.69, -5.10], [0.89, -2.65, -4.12], [-0.12, -3.59, -4.17], [-0.23, -4.57, -5.17], [0.87, -4.71, -6.03], [2.65, -1.97, -5.16], [0.87, -1.90, -3.35], [-0.89, -3.42, -3.42], [-1.10, -5.20, -5.18], [0.78, -5.30, -6.93], [-7.49, 7.54, 1.93], [-6.72, 7.86, 1.05], [-6.88, 8.87, 0.30], [-5.42, 7.20, 0.87], [-5.10, 6.09, 1.72], [-3.82, 5.57, 1.59], [-2.98, 5.97, 0.56], [-3.36, 6.98, -0.33], [-4.51, 7.65, -0.13], [-5.78, 5.72, 2.48], [-3.50, 4.74, 2.20], [-2.11, 5.45, 0.20], [-2.84, 7.27, -1.22], [-4.76, 8.44, -0.82]],
  "mulliken_charge": [-1.06, 0.30, -1.18, 0.49, -0.88, 0.43, -1.11, -1.16, 0.46, -1.10, -0.93, 0.32, 0.27, 0.30, 0.32, 0.35, 0.37, 0.34, 0.26, 0.34, 0.32, 0.39, 0.29, 0.31, 0.37, 0.27, 0.41, 0.36, 0.14, -0.59, 1.04, -0.61, 0.00, -0.63, -0.51, -0.60, 0.28, 0.28, 0.48, 0.35, 0.12, 0.18, 0.16, -0.59, 0.94, -0.57, 0.04, -0.49, -0.45, -0.75, 0.06, -0.52, 0.48, 0.46, 0.48, 0.45, 0.50, -0.55, 1.19, -0.63, -0.11, -0.14, -0.05, -1.02, -0.29, -0.97, 0.55, 0.26, 0.57, 0.49, 0.65, -0.51, 0.98, -0.58, 0.30, -0.41, -0.46, -0.59, -0.44, -0.33, 0.40, 0.36, 0.40, 0.43, 0.46, -0.56, 0.92, -0.57, 0.19, -0.32, -0.40, -0.38, -0.69, -0.34, 0.46, 0.47, 0.42, 0.40, 0.39, -0.58, 0.93, -0.59, 0.07, -0.66, -0.21, -0.34, -0.45, -0.42, 0.50, 0.49, 0.43, 0.42, 0.45]
}

[2]
{
  "formula": "C14H15NO3S",
  "method": "wB97M-V/def2-TZVPD",
  "charge": 0,
  "smiles": "CN(C)S(=O)(=O)c1ccc(Oc2ccccc2)cc1",
  "de_lowest_kj_mol": 55.3,
  "gap_ev": 9.32,
  "homo_ev": -8.69,
  "spin_multiplicity": 1,
  "symbols": ["C", "N", "C", "S", "O", "O", "C", "C", "C", "C", "O", "C", "C", "C", "C", "C", "C", "C", "C", "H", "H", "H", "H", "H", "H", "H", "H", "H", "H", "H", "H", "H", "H", "H"],
  "positions_angstrom": [[-4.03, -2.04, 0.28], [-3.63, -0.80, -0.34], [-3.98, -0.61, -1.72], [-3.48, 0.57, 0.61], [-3.72, 0.21, 1.97], [-4.23, 1.65, 0.03], [-1.74, 0.92, 0.40], [-1.32, 1.91, -0.47], [0.03, 2.13, -0.66], [0.96, 1.35, 0.03], [2.27, 1.66, -0.17], [3.26, 0.72, 0.02], [4.46, 1.16, 0.55], [5.52, 0.28, 0.69], [5.38, -1.04, 0.31], [4.18, -1.48, -0.23], [3.12, -0.61, -0.38], [0.53, 0.37, 0.92], [-0.83, 0.15, 1.10], [-5.08, -2.27, 0.07], [-3.40, -2.86, -0.09], [-3.89, -1.93, 1.35], [-3.36, -1.24, -2.35], [-3.82, 0.43, -1.97], [-5.04, -0.86, -1.90], [-2.07, 2.50, -0.98], [0.38, 2.90, -1.32], [4.56, 2.20, 0.83], [6.46, 0.63, 1.10], [6.20, -1.73, 0.42], [4.07, -2.51, -0.54], [2.19, -0.94, -0.81], [1.25, -0.21, 1.48], [-1.19, -0.59, 1.79]],
  "mulliken_charge": [-0.96, 0.15, -0.98, 1.23, -0.72, -0.69, 0.15, -0.25, -0.92, 0.37, -0.41, 0.42, -0.62, -0.44, -0.50, -0.59, -0.09, -0.19, -0.85, 0.32, 0.30, 0.32, 0.32, 0.35, 0.30, 0.52, 0.46, 0.41, 0.37, 0.38, 0.36, 0.48, 0.53, 0.44]
}

[3]
{
  "formula": "C34H60F9I2O9P",
  "method": "wB97M-V/def2-TZVPD",
  "charge": 0,
  "smiles": "CCOP(=O)(CC[C@@H](OCCO[C@H](CCCCCOC(C)=O)CCC(F)(F)C(F)(F)C(F)(F)C(F)(F)F)/C(I)=C(/C)I)OCC.CCOCC.CCOCC",
  "gap_ev": 8.20,
  "homo_ev": -8.98,
  "spin_multiplicity": 1,
  "symbols": ["C", "C", "O", "P", "O", "C", "C", "C", "O", "C", "C", "O", "C", "C", "C", "C", "C", "C", "O", "C", "C", "O", "C", "C", "C", "F", "F", "C", "F", "F", "C", "F", "F", "C", "F", "F", "F", "C", "I", "C", "C", "I", "O", "C", "C", "H", "H", "H", "H", "H", "H", "H", "H", "H", "H", "H", "H", "H", "H", "H", "H", "H", "H", "H", "H", "H", "H", "H", "H", "H", "H", "H", "H", "H", "H", "H", "H", "H", "H", "H", "H", "H", "H", "H", "H", "C", "C", "O", "C", "C", "H", "H", "H", "H", "H", "H", "H", "H", "H", "H", "C", "C", "O", "C", "C", "H", "H", "H", "H", "H", "H", "H", "H", "H", "H"],
  "positions_angstrom": [[-0.65, 0.87, 3.66], [0.94, 0.45, 3.93], [1.62, 0.47, 2.62], [2.43, 1.99, 2.37], [3.79, 1.91, 3.23], [1.42, 3.53, 2.93], [0.15, 3.70, 1.89], [0.55, 4.65, 0.57], [-0.34, 4.19, -0.52], [0.26, 4.40, -1.85], [0.05, 3.09, -2.87], [-0.71, 1.99, -2.26], [-1.02, 0.92, -3.24], [-2.65, 0.77, -3.53], [-3.54, 0.64, -2.16], [-5.04, 1.29, -2.23], [-5.15, 2.76, -2.94], [-4.01, 3.85, -2.44], [-4.42, 4.66, -1.28], [-4.13, 4.01, 0.00], [-5.08, 4.43, 1.30], [-3.14, 3.15, 0.26], [-0.41, -0.48, -2.55], [0.95, -0.16, -1.64], [1.91, -1.52, -1.48], [2.22, -1.95, -2.87], [3.15, -1.06, -0.79], [1.07, -2.68, -0.68], [0.39, -3.55, -1.70], [-0.02, -2.08, 0.17], [1.98, -3.60, 0.34], [1.09, -4.75, 0.75], [2.29, -2.85, 1.61], [3.31, -4.28, -0.35], [3.47, -5.62, 0.31], [4.58, -3.54, -0.04], [3.16, -4.53, -1.81], [0.31, 6.25, 0.82], [-1.61, 6.92, 1.74], [1.31, 7.32, 0.44], [1.05, 8.94, 0.63], [3.28, 6.81, -0.49], [2.88, 2.07, 0.68], [4.15, 2.85, 0.56], [4.37, 3.10, -1.08], [-0.80, 0.84, 2.49], [-1.38, 0.11, 4.19], [-0.86, 1.94, 4.10], [1.45, 1.25, 4.64], [0.99, -0.64, 4.34], [2.06, 4.52, 2.92], [1.00, 3.36, 4.04], [-0.84, 4.03, 2.41], [-0.04, 2.62, 1.43], [1.64, 4.34, 0.29], [1.39, 4.70, -1.84], [-0.35, 5.28, -2.36], [-0.50, 3.45, -3.84], [1.13, 2.66, -3.11], [-0.42, 1.15, -4.24], [-2.97, 1.63, -4.26], [-2.75, -0.27, -4.11], [-2.91, 1.03, -1.25], [-3.69, -0.53, -1.97], [-5.73, 0.54, -2.86], [-5.48, 1.37, -1.15], [-6.25, 3.21, -2.91], [-4.94, 2.59, -4.10], [-3.89, 4.61, -3.35], [-2.93, 3.36, -2.33], [-6.11, 4.90, 0.97], [-4.44, 5.24, 1.89], [-5.17, 3.51, 2.02], [-0.18, -1.21, -3.44], [-1.24, -0.93, -1.85], [1.59, 0.61, -2.29], [0.70, 0.33, -0.60], [2.12, 9.44, 0.80], [0.56, 9.41, -0.32], [0.40, 9.23, 1.56], [5.08, 2.26, 0.95], [4.05, 3.86, 1.16], [4.69, 2.05, -1.54], [3.33, 3.44, -1.52], [5.22, 3.89, -1.26], [4.79, -6.96, -2.38], [3.87, -8.16, -2.36], [3.78, -8.83, -3.62], [5.00, -9.36, -4.14], [5.65, -10.39, -3.24], [4.47, -6.24, -3.14], [4.79, -6.46, -1.40], [5.82, -7.24, -2.61], [2.86, -7.82, -2.12], [4.15, -8.87, -1.58], [5.70, -8.55, -4.38], [4.75, -9.84, -5.10], [5.93, -9.97, -2.27], [6.55, -10.79, -3.70], [4.96, -11.22, -3.04], [-3.51, -4.07, 5.93], [-3.86, -2.60, 6.02], [-3.38, -1.84, 4.91], [-3.87, -2.21, 3.62], [-5.38, -2.12, 3.50], [-2.42, -4.21, 5.85], [-3.86, -4.60, 6.82], [-3.96, -4.55, 5.06], [-3.39, -2.18, 6.91], [-4.94, -2.45, 6.14], [-3.52, -3.22, 3.36], [-3.42, -1.53, 2.90], [-5.89, -2.79, 4.19], [-5.70, -2.38, 2.48], [-5.72, -1.10, 3.72]],
  "mulliken_charge": [-0.23, -0.40, -0.44, 0.69, -0.79, -0.49, -0.36, 1.24, -0.08, -0.18, -0.54, 0.28, -0.46, -0.72, -0.13, -0.66, -0.75, 0.25, -0.35, 0.52, -0.86, -0.31, -0.37, -0.38, 0.64, -0.32, -0.29, 0.66, -0.31, -0.21, 0.26, -0.29, -0.20, 0.80, -0.26, -0.23, -0.20, -0.46, -0.05, 0.15, -1.01, 0.00, -0.23, -0.28, -0.62, -0.03, 0.18, 0.14, 0.35, 0.35, 0.37, 0.33, 0.42, -0.31, -0.64, -0.03, 0.31, 0.29, 0.29, 0.43, 0.25, 0.39, -0.05, 0.40, 0.35, 0.26, 0.29, 0.28, 0.25, -0.23, 0.31, 0.15, 0.24, 0.29, 0.18, 0.14, 0.03, 0.32, 0.26, 0.35, 0.35, 0.24, 0.27, 0.00, 0.27, -0.76, -0.36, -0.44, -0.30, -1.02, 0.26, 0.11, 0.34, 0.30, 0.28, 0.29, 0.33, 0.27, 0.38, 0.28, -1.04, -0.33, -0.38, -0.16, -1.13, 0.29, 0.38, 0.27, 0.32, 0.30, 0.27, 0.25, 0.28, 0.38, 0.31]
}